[1]
{"formula": "C7H17AsBN2O2", "method": "ωB97M-V/def2-TZVPD", "gap_ev": 6.64, "homo_energy_ev": -3.3, "molar_mass_g_mol": 247.0, "total_charge": -1, "e_lumo_ev": 3.305, "symbols": ["C", "C", "As", "C", "C", "C", "N", "O", "B", "O", "N", "C", "C", "H", "H", "H", "H", "H", "H", "H", "H", "H", "H", "H", "H", "H", "H", "H", "H", "H"], "xyz": [[-0.7999, -0.0012, 2.8771], [-0.3949, -0.2066, 1.7475], [0.2901, -0.4125, -0.2395], [2.0405, -1.1769, 0.4790], [3.3351, -0.6426, -0.1510], [3.6269, 0.8210, 0.0908], [3.2672, 1.7004, -0.9578], [4.1593, 1.2374, 1.0875], [-1.4334, 0.4556, -0.9877], [-1.2462, 1.5884, -1.7886], [-2.8224, 0.0603, -0.7500], [-3.0252, -1.3833, -0.6882], [-3.4496, 0.7735, 0.3657], [-1.0517, 0.4708, 3.7802], [0.8721, 1.0883, -0.0777], [0.8799, -0.5158, -1.7378], [-0.2788, -1.8921, -0.2783], [2.0174, -2.2372, 0.2512], [2.0852, -1.0328, 1.5535], [3.3988, -0.8293, -1.2214], [4.1600, -1.1823, 0.3058], [2.7786, 1.1517, -1.6557], [2.5583, 2.3222, -0.5840], [-0.6987, 2.1796, -1.2603], [-2.3857, -1.9056, -1.3839], [-2.9398, -1.7926, 0.3157], [-4.0517, -1.5933, -1.0058], [-4.0428, 0.1142, 0.9822], [-2.7235, 1.3091, 0.9679], [-4.1251, 1.5314, -0.0364]]}

[2]
{"formula": "H3IN2", "method": "ωB97M-V/def2-TZVPD", "gap_ev": 8.61, "homo_energy_ev": -9.1, "molar_mass_g_mol": 157.9, "de_lowest_kcal_mol": 52.4, "total_charge": 0, "e_lumo_ev": -0.507, "symbols": ["N", "N", "I", "H", "H", "H"], "xyz": [[-0.8995, -0.9698, -0.0814], [1.6434, 1.2516, -0.7336], [-0.0248, 1.0576, 0.1555], [-1.8711, -0.8287, -0.2474], [-0.9941, -1.3572, 0.8798], [2.1461, 0.8464, 0.0271]]}

[3]
{"formula": "C25H30BF3N4O15P", "method": "ωB97M-V/def2-TZVPD", "gap_ev": 7.65, "homo_energy_ev": -11.6, "molar_mass_g_mol": 725.3, "total_charge": 1, "e_lumo_ev": -3.988, "symbols": ["C", "C", "C", "O", "N", "B", "C", "O", "C", "N", "C", "O", "C", "F", "F", "F", "N", "P", "N", "H", "H", "H", "H", "H", "H", "H", "H", "H", "H", "H", "H", "H", "H", "H", "H", "H", "H", "C", "C", "C", "O", "C", "C", "C", "O", "O", "O", "H", "H", "H", "H", "C", "C", "C", "O", "C", "C", "C", "O", "O", "O", "H", "H", "H", "H", "C", "C", "C", "O", "C", "C", "C", "O", "O", "O", "H", "H", "H", "H"], "xyz": [[-1.5213, -3.5403, 2.9413], [-0.4316, -2.6761, 2.2430], [0.1609, -3.3173, 0.9778], [0.2037, -2.4947, -0.2150], [-0.9568, -1.8036, -0.4584], [-2.1649, -2.6465, -0.9039], [-3.4628, -2.8471, -0.0499], [-2.1062, -3.2080, -2.1300], [-0.9974, -0.5256, -0.4072], [-2.1434, 0.1898, -0.7189], [-3.1233, 0.3546, 0.3373], [-3.5165, 1.7128, 0.4841], [-4.8310, 1.8409, 0.6841], [-5.0791, 3.0758, 0.9858], [-5.5258, 1.5680, -0.3984], [-5.2577, 1.0962, 1.6834], [0.1238, 0.2076, -0.0779], [0.0847, 1.0642, 1.4659], [-0.2016, 2.5620, 1.1712], [-1.0820, -4.1353, 3.7382], [-2.2005, -2.8424, 3.4387], [-2.1151, -4.1353, 2.2484], [-0.8421, -1.6769, 2.1019], [0.3706, -2.5678, 2.9747], [-0.3069, -4.2939, 0.8056], [1.2024, -3.5496, 1.1897], [-3.7092, -3.9094, -0.0841], [-3.3454, -2.4720, 0.9675], [-4.2841, -2.2959, -0.5240], [-1.2918, -3.7319, -2.2303], [-2.5434, -0.0479, -1.6239], [-2.8130, -0.0855, 1.2854], [-4.0193, -0.2037, 0.0537], [0.9580, -0.3706, -0.2014], [-0.9439, 0.6123, 2.3134], [1.3304, 0.9405, 2.1334], [0.5745, 3.1276, 1.5008], [3.9660, 1.7567, 3.9492], [3.7414, 2.9144, 3.3237], [4.6765, 4.0772, 3.4550], [4.4215, 5.0955, 2.8413], [5.8423, 3.9269, 4.3149], [6.0694, 2.7677, 4.9473], [5.1472, 1.5956, 4.7939], [5.4076, 0.5610, 5.3741], [7.1194, 2.5886, 5.7424], [2.6730, 3.1116, 2.5394], [3.2999, 0.9097, 3.8598], [6.5006, 4.7783, 4.4151], [7.0561, 1.6716, 6.0736], [2.7551, 4.0311, 2.2113], [6.4139, 1.1760, -0.4731], [7.0392, 2.0842, -1.2372], [6.2888, 3.1981, -1.9108], [6.9082, 4.0015, -2.5751], [4.8392, 3.2549, -1.7333], [4.2253, 2.3449, -0.9734], [4.9770, 1.2516, -0.2822], [4.3476, 0.4646, 0.4119], [2.9055, 2.3410, -0.7712], [8.3484, 2.0534, -1.4413], [6.9426, 0.3713, 0.0183], [4.3040, 4.0496, -2.2342], [2.7474, 1.5806, -0.1826], [8.5499, 2.8137, -2.0228], [-4.5763, -2.5449, -4.4377], [-5.0404, -1.3281, -4.1478], [-6.3424, -0.8299, -4.6931], [-6.7151, 0.2825, -4.3724], [-7.0934, -1.7049, -5.5836], [-6.6296, -2.9271, -5.8798], [-5.3388, -3.4354, -5.3113], [-4.9696, -4.5569, -5.5940], [-7.2827, -3.7554, -6.6886], [-4.3760, -0.4711, -3.3480], [-3.6378, -2.9104, -4.0459], [-8.0234, -1.3274, -5.9845], [-6.7434, -4.5684, -6.7387], [-4.9368, 0.3315, -3.3100]]}

Table of calculated total energy (eV), in record order: -76121.188; -11125.420; -81192.792